Here is a cluster of 3 separate species, C4H8N2O2 in total at a distorted geometry from the OMol25 dataset. Energies are from the ωB97M-V functional and the def2-TZVPD basis.

Structure (XYZ):
```
16
Properties=species:S:1:pos:R:3:forces:R:3
C -0.619921 -0.019602 -0.225862 -0.66 0.88 5.14
C -0.522463 0.155928 1.853617 -0.99 0.39 -1.05
C 0.615216 -0.615935 -0.200353 0.48 -0.67 -3.72
N 0.655558 0.745978 -2.633333 0.16 -0.20 0.30
N -1.687035 0.759024 2.188381 -0.14 0.12 0.18
C 1.647115 -1.269077 0.236164 -0.10 0.04 -0.15
O 0.227994 -0.509117 -2.127107 1.27 -0.53 0.85
O 0.309694 -0.163796 2.667722 -0.14 -0.09 -0.91
H 1.566706 0.577211 -3.057315 -0.13 0.10 -0.06
H 0.014845 0.968686 -3.394401 0.06 -0.11 0.13
H -2.322849 1.103960 1.489482 0.14 -0.12 0.06
H -1.861566 0.997565 3.158576 0.07 -0.04 -0.17
H -1.493700 -0.654455 -0.326582 0.15 0.09 -0.19
H -0.676021 1.031922 -0.489990 0.03 -0.18 -0.25
H 2.366884 -1.702672 -0.446330 -0.09 0.11 -0.04
H 1.779544 -1.405622 1.307333 -0.11 0.20 -0.11
```
Positions in Å, forces in eV/Å.

Results
Frontier orbital gap (spin up / spin down) (eV): 8.062 / 8.063
Charge: 0
ΔE to the lowest compared entry with this formula, charge and spin (kJ/mol): 724.7

=====

Here is a cluster of 2 separate species, C4H8N2O2 in total at a distorted geometry from the OMol25 dataset. Energies are from the ωB97M-V functional and the def2-TZVPD basis.

Structure (XYZ):
```
16
Properties=species:S:1:pos:R:3:forces:R:3
C -1.609729 0.048820 -0.382942 -0.01 -2.31 1.39
C 0.745354 0.194317 1.031986 1.41 0.90 -0.07
C -0.005753 -0.933529 0.583207 -1.12 1.49 0.53
N -1.278149 -0.043504 -1.703367 0.33 -0.05 -0.40
C 0.512601 -2.087367 0.174614 -0.11 -0.05 -0.06
O 0.784782 2.303716 0.180262 1.50 0.41 1.27
O 2.062961 0.089728 1.310868 0.63 -0.24 -1.02
N 0.180609 1.367449 1.079712 -2.59 -0.26 -1.68
H 0.540552 3.157076 0.559595 0.04 -0.04 -0.06
H 2.419254 0.994602 1.310803 -0.04 -0.20 0.22
H -0.874700 -0.933655 -1.971794 -0.14 0.24 -0.07
H -0.765967 0.738470 -2.087753 0.03 -0.06 0.12
H -1.958049 1.025510 -0.081225 0.68 0.00 0.40
H -2.213213 -0.746688 0.029601 -0.52 0.12 -0.59
H -0.114581 -2.954695 -0.005875 -0.14 0.12 -0.51
H 1.574029 -2.220251 -0.027690 0.05 -0.06 0.52
```
Positions in Å, forces in eV/Å.

Results
Frontier orbital gap (spin up / spin down) (eV): 7.720 / 7.733
Charge: 0
ΔE to the lowest compared entry with this formula, charge and spin (kJ/mol): 734.6

=====

charge of number 2 (C4H8N2O2)?
0

=====

The lowest ΔE to the lowest compared entry with this formula, charge and spin belongs to which entry?
number 1

=====

ΔE to the lowest compared entry with this formula, charge and spin of number 1 (C4H8N2O2)?
724.7 kJ/mol

=====

What is the ΔE to the lowest compared entry with this formula, charge and spin in the second record?
734.6 kJ/mol